[1]
{"formula": "C12H38Cl10O7", "method": "the ωB97M-V functional and the def2-TZVPD basis", "symbols": ["Cl", "C", "Cl", "H", "H", "Cl", "C", "Cl", "H", "H", "Cl", "C", "Cl", "H", "H", "Cl", "C", "Cl", "H", "H", "Cl", "C", "Cl", "H", "H", "C", "O", "H", "H", "H", "H", "C", "O", "H", "H", "H", "H", "C", "O", "H", "H", "H", "H", "C", "O", "H", "H", "H", "H", "C", "O", "H", "H", "H", "H", "C", "O", "H", "H", "H", "H", "C", "O", "H", "H", "H", "H"], "xyz": [[7.703, 10.814, 7.332], [8.848, 11.090, 5.922], [8.916, 9.778, 4.790], [8.540, 12.000, 5.376], [9.810, 11.188, 6.372], [12.085, 15.112, 12.653], [10.680, 14.357, 11.877], [9.876, 13.306, 12.966], [9.989, 15.078, 11.488], [11.044, 13.741, 11.071], [10.042, 5.097, 12.986], [9.717, 5.281, 11.274], [8.759, 3.907, 10.653], [9.006, 6.157, 11.179], [10.565, 5.513, 10.649], [9.436, 9.218, 15.120], [8.015, 10.132, 15.628], [6.486, 9.130, 15.348], [8.031, 10.419, 16.689], [7.866, 10.976, 14.989], [9.551, 6.742, 7.620], [10.240, 5.181, 7.569], [11.229, 4.843, 6.038], [10.869, 4.901, 8.364], [9.464, 4.414, 7.583], [13.057, 12.259, 8.741], [11.630, 12.182, 8.808], [13.407, 11.445, 8.202], [13.346, 13.194, 8.226], [13.510, 12.232, 9.752], [11.345, 11.375, 8.356], [6.514, 8.142, 10.983], [7.788, 8.750, 11.146], [6.412, 8.006, 9.890], [6.480, 7.163, 11.487], [5.773, 8.813, 11.362], [7.669, 9.686, 10.837], [12.083, 9.121, 6.955], [11.083, 9.690, 7.703], [13.037, 9.207, 7.474], [11.929, 8.063, 6.647], [12.269, 9.690, 6.088], [11.063, 9.164, 8.564], [13.172, 6.388, 10.649], [12.103, 6.571, 9.736], [13.851, 5.749, 10.159], [13.661, 7.331, 10.939], [12.827, 5.910, 11.602], [11.609, 7.348, 10.035], [8.472, 14.221, 8.019], [8.986, 13.375, 9.022], [7.412, 14.122, 7.962], [8.755, 15.225, 8.126], [8.880, 13.949, 7.094], [9.921, 13.139, 8.824], [10.810, 10.171, 10.933], [10.341, 8.966, 10.279], [10.657, 10.161, 12.001], [11.900, 10.213, 10.813], [10.366, 11.094, 10.462], [9.481, 8.704, 10.607], [6.593, 12.417, 11.474], [7.333, 11.477, 10.673], [5.922, 13.076, 10.925], [6.144, 11.811, 12.303], [7.267, 13.167, 11.905], [7.767, 11.997, 10.005]], "nbo_charge": [-0.07, -0.38, 0.01, 0.22, 0.22, -0.04, -0.41, -0.01, 0.22, 0.23, -0.01, -0.43, -0.05, 0.23, 0.25, 0.00, -0.36, -0.08, 0.23, 0.22, 0.03, -0.38, -0.09, 0.23, 0.22, -0.24, -0.80, 0.17, 0.18, 0.17, 0.51, -0.24, -0.79, 0.17, 0.18, 0.17, 0.51, -0.25, -0.77, 0.15, 0.19, 0.17, 0.52, -0.25, -0.76, 0.19, 0.17, 0.16, 0.49, -0.24, -0.78, 0.18, 0.16, 0.16, 0.51, -0.26, -0.81, 0.19, 0.17, 0.19, 0.52, -0.26, -0.77, 0.17, 0.19, 0.17, 0.51], "orbital_gap_ev": 10.72, "molar_mass_g_mol": 649.0, "smiles": "ClCCl.ClCCl.ClCCl.ClCCl.ClCCl.CO.CO.CO.CO.CO.CO.CO", "e_homo_ev": -10.3156, "e_lumo_ev": 0.41}



[2]
{"formula": "C2H4OS", "method": "the ωB97M-V functional and the def2-TZVPD basis", "symbols": ["C", "C", "O", "S", "H", "H", "H", "H"], "xyz": [[-1.049, 0.072, -0.188], [0.365, -0.112, 0.478], [0.477, -0.527, 1.604], [1.638, 0.330, -0.651], [-0.853, 1.073, -0.684], [-1.033, -0.805, -0.899], [-2.091, 0.395, 0.325], [2.546, -0.426, 0.015]], "nbo_charge": [-0.74, 0.41, -0.54, -0.02, 0.22, 0.25, 0.26, 0.16], "orbital_gap_ev": 10.59, "de_lowest_kj_mol": 81.7, "molar_mass_g_mol": 76.1, "smiles": "CC(=O)S", "e_homo_ev": -9.8873, "e_lumo_ev": 0.70}



[3]
{"formula": "C46H117N4O36P7", "method": "the ωB97M-V functional and the def2-TZVPD basis", "symbols": ["C", "C", "O", "P", "O", "O", "C", "C", "O", "C", "C", "H", "H", "H", "H", "H", "H", "H", "H", "H", "H", "H", "H", "H", "H", "H", "C", "C", "O", "P", "O", "O", "C", "C", "O", "C", "C", "H", "H", "H", "H", "H", "H", "H", "H", "H", "H", "H", "H", "H", "H", "H", "C", "C", "O", "P", "O", "O", "C", "C", "O", "C", "C", "H", "H", "H", "H", "H", "H", "H", "H", "H", "H", "H", "H", "H", "H", "H", "C", "C", "O", "P", "O", "O", "C", "C", "O", "C", "C", "H", "H", "H", "H", "H", "H", "H", "H", "H", "H", "H", "H", "H", "H", "H", "C", "C", "O", "P", "O", "O", "C", "C", "O", "C", "C", "H", "H", "H", "H", "H", "H", "H", "H", "H", "H", "H", "H", "H", "H", "H", "C", "C", "O", "P", "O", "O", "C", "C", "O", "C", "C", "H", "H", "H", "H", "H", "H", "H", "H", "H", "H", "H", "H", "H", "H", "H", "C", "C", "O", "P", "O", "O", "C", "C", "O", "C", "C", "H", "H", "H", "H", "H", "H", "H", "H", "H", "H", "H", "H", "H", "H", "H", "C", "N", "O", "O", "H", "H", "H", "C", "N", "O", "O", "H", "H", "H", "C", "N", "O", "O", "H", "H", "H", "C", "N", "O", "O", "H", "H", "H"], "xyz": [[-24.445, 10.131, 4.370], [-23.336, 10.669, 5.284], [-22.085, 10.736, 4.604], [-21.002, 11.919, 4.771], [-21.521, 13.309, 5.045], [-20.297, 11.688, 3.322], [-20.956, 12.096, 2.110], [-20.121, 11.291, 1.144], [-19.982, 11.342, 5.929], [-18.945, 12.161, 6.382], [-18.616, 11.840, 7.851], [-24.115, 9.186, 3.938], [-25.381, 10.046, 4.921], [-24.573, 10.778, 3.502], [-23.659, 11.685, 5.511], [-23.238, 10.103, 6.211], [-22.008, 11.811, 2.079], [-20.907, 13.179, 1.994], [-20.419, 11.605, 0.144], [-19.046, 11.405, 1.283], [-20.315, 10.230, 1.302], [-18.026, 11.979, 5.825], [-19.160, 13.228, 6.316], [-19.497, 11.681, 8.473], [-18.054, 10.906, 7.892], [-17.951, 12.575, 8.305], [-13.344, 14.403, 11.379], [-11.905, 14.806, 11.019], [-11.748, 14.891, 9.642], [-10.296, 15.159, 9.008], [-9.471, 16.258, 9.625], [-9.623, 13.679, 8.980], [-10.368, 12.540, 8.590], [-10.544, 12.539, 7.095], [-10.646, 15.473, 7.432], [-11.501, 16.545, 7.008], [-11.867, 16.331, 5.501], [-13.544, 14.202, 12.431], [-14.122, 15.117, 11.110], [-13.581, 13.470, 10.867], [-11.568, 15.734, 11.480], [-11.235, 14.001, 11.320], [-9.681, 11.768, 8.935], [-11.272, 12.457, 9.193], [-11.305, 13.257, 6.791], [-9.680, 12.952, 6.573], [-10.822, 11.604, 6.609], [-12.401, 16.460, 7.616], [-11.013, 17.510, 7.148], [-12.273, 15.325, 5.394], [-12.711, 16.936, 5.168], [-11.013, 16.418, 4.829], [-13.659, 28.711, 14.741], [-13.567, 27.226, 14.310], [-14.707, 26.865, 13.602], [-14.857, 25.390, 12.874], [-14.742, 24.286, 13.821], [-16.231, 25.480, 12.020], [-17.476, 25.191, 12.657], [-17.690, 23.706, 12.636], [-13.678, 25.519, 11.739], [-13.122, 24.464, 10.994], [-14.118, 23.441, 10.393], [-12.780, 28.928, 15.349], [-13.816, 29.415, 13.924], [-14.517, 28.821, 15.404], [-12.640, 27.113, 13.747], [-13.401, 26.596, 15.184], [-17.425, 25.496, 13.702], [-18.265, 25.801, 12.217], [-17.671, 23.345, 11.608], [-16.946, 23.238, 13.281], [-18.640, 23.379, 13.060], [-12.537, 24.972, 10.227], [-12.413, 23.946, 11.641], [-13.551, 22.715, 9.810], [-14.658, 23.073, 11.265], [-14.939, 23.854, 9.807], [-15.879, 11.939, 1.993], [-16.740, 12.814, 2.906], [-15.991, 14.027, 3.125], [-14.956, 14.138, 4.371], [-13.727, 13.259, 4.355], [-14.654, 15.717, 4.306], [-15.715, 16.664, 4.359], [-15.148, 18.035, 3.949], [-15.896, 13.970, 5.637], [-15.451, 14.411, 6.941], [-14.727, 13.447, 7.914], [-16.213, 10.912, 1.849], [-15.772, 12.317, 0.976], [-14.862, 11.828, 2.370], [-17.603, 13.245, 2.398], [-17.057, 12.266, 3.793], [-16.575, 16.341, 3.773], [-16.146, 16.836, 5.345], [-14.751, 18.042, 2.934], [-15.945, 18.773, 3.861], [-14.332, 18.400, 4.572], [-14.881, 15.330, 6.808], [-16.330, 14.810, 7.448], [-14.485, 13.997, 8.823], [-15.343, 12.578, 8.147], [-13.835, 12.992, 7.484], [-21.898, 19.442, 12.631], [-20.645, 20.112, 13.191], [-20.162, 19.541, 14.351], [-19.370, 18.128, 14.232], [-18.042, 18.285, 13.587], [-20.390, 17.008, 13.673], [-20.084, 15.619, 13.310], [-20.212, 14.846, 14.672], [-19.273, 17.676, 15.799], [-18.437, 18.289, 16.765], [-18.023, 17.204, 17.841], [-22.492, 20.120, 12.019], [-21.569, 18.601, 12.021], [-22.484, 19.042, 13.459], [-19.806, 20.177, 12.499], [-20.906, 21.134, 13.469], [-20.813, 15.207, 12.612], [-19.121, 15.723, 12.811], [-19.571, 15.347, 15.397], [-21.173, 15.071, 15.135], [-19.920, 13.801, 14.767], [-17.488, 18.581, 16.315], [-18.863, 19.169, 17.246], [-18.983, 16.903, 18.260], [-17.597, 16.260, 17.499], [-17.338, 17.577, 18.602], [-24.156, 21.190, 6.309], [-24.224, 21.427, 7.832], [-23.199, 20.756, 8.511], [-23.260, 19.146, 8.753], [-23.669, 18.316, 7.582], [-21.782, 18.732, 9.341], [-20.623, 18.852, 8.573], [-19.644, 17.749, 9.017], [-24.196, 18.951, 10.034], [-24.294, 17.698, 10.647], [-25.748, 17.281, 10.851], [-25.065, 21.645, 5.916], [-23.284, 21.694, 5.892], [-24.125, 20.118, 6.117], [-24.267, 22.498, 8.033], [-25.229, 21.080, 8.070], [-20.818, 18.558, 7.542], [-20.098, 19.807, 8.556], [-19.395, 17.741, 10.079], [-19.941, 16.754, 8.686], [-18.716, 17.910, 8.469], [-23.808, 16.863, 10.143], [-23.676, 17.724, 11.544], [-26.313, 16.861, 10.018], [-25.714, 16.488, 11.597], [-26.398, 18.082, 11.202], [-9.722, 16.435, 13.802], [-10.645, 17.543, 14.279], [-11.135, 18.261, 13.144], [-12.713, 18.513, 12.849], [-13.500, 17.240, 12.983], [-13.105, 19.610, 13.919], [-14.360, 19.725, 14.477], [-15.207, 20.806, 13.825], [-12.695, 19.358, 11.473], [-12.215, 18.622, 10.351], [-12.422, 19.544, 9.195], [-10.217, 15.541, 13.422], [-9.036, 16.856, 13.068], [-9.097, 15.986, 14.574], [-11.433, 17.246, 14.971], [-10.011, 18.255, 14.809], [-14.850, 18.752, 14.443], [-14.286, 19.978, 15.535], [-16.173, 20.767, 14.328], [-14.717, 21.771, 13.956], [-15.436, 20.684, 12.766], [-11.164, 18.335, 10.348], [-12.786, 17.715, 10.154], [-13.393, 20.003, 9.012], [-11.703, 20.352, 9.329], [-12.150, 18.987, 8.299], [-16.577, 21.997, 7.189], [-17.340, 21.171, 8.158], [-17.054, 20.003, 8.172], [-18.029, 21.700, 9.040], [-17.077, 22.924, 6.907], [-16.480, 21.339, 6.326], [-15.589, 22.258, 7.568], [-17.410, 12.407, 11.859], [-18.394, 11.924, 12.918], [-17.987, 11.104, 13.760], [-19.567, 12.295, 12.705], [-17.271, 11.520, 11.240], [-16.485, 12.693, 12.360], [-17.651, 13.370, 11.408], [-16.015, 18.453, 10.932], [-16.302, 16.978, 10.907], [-16.792, 16.394, 11.859], [-15.883, 16.359, 9.908], [-15.195, 18.603, 11.633], [-16.969, 18.935, 11.148], [-15.751, 18.755, 9.918], [-15.609, 15.777, 15.099], [-16.377, 14.536, 15.380], [-17.286, 14.141, 14.645], [-16.108, 13.904, 16.434], [-16.250, 16.648, 14.960], [-15.073, 15.521, 14.186], [-14.829, 15.898, 15.851]], "mulliken_charge": [-1.20, -0.26, -0.29, 0.87, -0.68, -0.09, -0.13, -1.07, -0.32, 0.03, -1.08, 0.30, 0.38, 0.29, 0.31, 0.33, 0.29, 0.29, 0.41, 0.11, 0.31, -0.15, 0.44, 0.43, 0.39, 0.06, -1.26, -0.18, 0.59, 0.17, -0.78, -0.40, 0.06, -0.86, -0.11, 0.41, -0.73, 0.50, 0.04, 0.47, -0.32, 0.64, 0.28, 0.09, 0.02, 0.31, 0.39, -0.14, 0.39, 0.03, -0.13, 0.44, -1.27, -0.16, -0.35, 0.91, -0.63, -0.31, -0.55, -0.41, -0.35, -0.37, -0.31, 0.38, 0.32, 0.31, 0.28, 0.30, 0.32, 0.42, 0.10, 0.05, 0.35, 0.36, 0.25, 0.27, -0.18, 0.28, -1.31, 0.44, -0.36, 0.87, -0.80, -0.15, 0.20, -1.42, -0.12, -0.15, -0.71, 0.39, 0.30, 0.39, 0.23, -0.22, 0.37, 0.03, 0.36, 0.42, 0.24, 0.21, 0.25, -0.08, 0.44, 0.30, -0.83, -0.41, -0.43, -0.16, 0.71, -0.24, 0.50, -0.90, -0.29, 0.05, -1.24, 0.57, -0.01, 0.38, 0.10, 0.30, 0.27, -0.24, -0.01, 0.40, 0.29, -0.08, 0.37, 0.34, 0.22, 0.40, -1.06, -0.35, -0.26, 0.50, -0.78, 0.32, -0.30, -0.87, -0.29, 0.23, -1.50, 0.39, 0.25, 0.32, 0.39, 0.27, 0.36, 0.25, -0.09, 0.39, 0.33, 0.29, 0.14, 0.32, 0.40, 0.34, -1.06, -0.25, -0.27, -0.49, 0.12, -0.32, 0.22, -0.65, 0.16, 0.64, -1.16, 0.14, 0.28, 0.45, 0.28, 0.35, -0.18, 0.49, 0.29, 0.34, -0.14, 0.38, -0.24, 0.14, 0.39, 0.11, -0.76, 0.76, -0.26, -0.49, 0.33, 0.30, 0.21, -0.61, 0.97, -0.55, -0.53, 0.36, 0.26, 0.11, 0.30, 0.79, -0.38, -0.28, -0.81, 0.21, 0.11, 0.03, 0.80, -0.41, -0.58, -0.04, -0.29, 0.38], "orbital_gap_ev": 9.81, "de_lowest_kj_mol": 0.0, "molar_mass_g_mol": 1519.3, "smiles": "CCOP(=O)(OCC)OCC.CCOP(=O)(OCC)OCC.CCOP(=O)(OCC)OCC.CCOP(=O)(OCC)OCC.CCOP(=O)(OCC)OCC.CCOP(=O)(OCC)OCC.CCOP(=O)(OCC)OCC.C[N+](=O)[O-].C[N+](=O)[O-].C[N+](=O)[O-].C[N+](=O)[O-]", "e_homo_ev": -10.4644, "e_lumo_ev": -0.65}



[4]
{"formula": "C4H14N3", "method": "the ωB97M-V functional and the def2-TZVPD basis", "symbols": ["C", "C", "C", "C", "N", "N", "N", "H", "H", "H", "H", "H", "H", "H", "H", "H", "H", "H", "H", "H", "H"], "xyz": [[1.789, -0.505, -1.570], [0.246, -0.385, -1.526], [-0.399, 0.047, 0.156], [-0.351, -1.223, 0.901], [0.596, 1.000, 0.736], [-1.637, 0.823, -0.009], [-1.805, 1.380, 1.300], [2.211, -0.703, -2.579], [2.221, 0.380, -1.089], [2.194, -1.272, -0.796], [-0.245, -1.291, -1.560], [-0.113, 0.565, -2.121], [-0.608, -1.133, 1.968], [0.559, -1.699, 0.907], [-1.135, -1.960, 0.372], [0.922, 1.757, 0.001], [1.464, 0.345, 1.026], [0.010, 1.549, 1.419], [-2.377, 0.299, -0.388], [-2.318, 2.176, 1.364], [-2.246, 0.851, 2.093]], "nbo_charge": [-0.64, -0.36, 0.30, -0.69, -0.78, -0.47, -0.71, 0.27, 0.18, 0.21, 0.21, 0.23, 0.23, 0.23, 0.25, 0.45, 0.47, 0.48, 0.38, 0.38, 0.37], "orbital_gap_ev": 10.84, "de_lowest_kj_mol": 384.1, "molar_mass_g_mol": 104.2, "smiles": "CC[C@@](C)([NH3+])NN", "e_homo_ev": -13.9894, "total_charge": 1, "e_lumo_ev": -3.15}